Entry 1:
{"formula": "C2H4NPS", "method": "the ωB97M-V functional and the def2-TZVPD basis", "smiles": "C1CSP=N1", "homo_ev": -8.78, "charge": 0, "relative_energy_kj_mol": 81.1, "elements": ["S", "H", "P", "H", "H", "C", "C", "H", "N"], "coordinates": [[1.24597, 1.52757, 0.09958], [-1.29197, -1.03711, -0.23022], [2.23740, -0.70301, -0.08054], [-0.64688, -0.43119, 1.38051], [-1.12224, 1.30299, 0.17205], [-0.35295, -0.68838, 0.27308], [-0.36284, 0.77586, -0.32902], [-0.56772, 0.62226, -1.33155], [0.86125, -1.36900, 0.04611]], "forces_ev_per_a": [[0.662, -1.528, -0.706], [1.055, -0.988, 0.662], [-1.435, 2.129, 0.266], [1.048, -1.433, -1.548], [-0.996, 0.767, 0.454], [-2.771, 2.754, 0.958], [2.417, -1.508, 2.024], [-0.048, 0.540, -2.287], [0.068, -0.734, 0.177]], "nbo_charge": [-0.22, 0.21, 1.03, 0.22, 0.22, -0.26, -0.52, 0.20, -0.88]}

***

Entry 2:
{"formula": "C2H4NPS", "method": "the ωB97M-V functional and the def2-TZVPD basis", "homo_ev": [-7.84, -7.92], "spin_multiplicity": 3, "charge": 0, "relative_energy_kj_mol": 355.9, "elements": ["H", "C", "N", "H", "H", "C", "S", "H", "P"], "coordinates": [[-1.14428, 0.28609, 1.41866], [-0.77723, -0.24428, 0.61427], [-0.59256, 1.42855, -0.90529], [0.97698, 0.94526, 0.38967], [0.80945, -0.13781, -0.90954], [0.26117, 0.48017, -0.20512], [-2.08995, 0.21724, -0.71753], [-0.61432, -1.34007, 0.97023], [-3.86885, -0.11181, 0.46329]], "forces_ev_per_a": [[-0.309, 1.399, 1.729], [0.212, -2.904, -1.624], [-1.273, -0.246, -0.031], [1.333, 1.129, 1.237], [0.006, -0.609, -0.107], [-0.961, -0.425, -0.486], [0.727, -0.446, 0.954], [-0.496, 1.682, -1.188], [0.761, 0.420, -0.484]], "nbo_charge": [0.21, -0.41, -0.51, 0.20, 0.18, -0.33, 0.26, 0.22, 0.18]}

***

Entry 3:
{"formula": "C2H4NS", "method": "the ωB97M-V functional and the def2-TZVPD basis", "smiles": "[NH2+]1[C@@H]2S[C@H]12", "homo_ev": -14.77, "charge": 1, "relative_energy_kj_mol": 180.1, "elements": ["H", "H", "H", "C", "N", "S", "C", "H"], "coordinates": [[-0.46697, -1.13374, 1.20571], [-1.52726, -0.14930, 0.34071], [0.15304, -0.48235, -1.86500], [0.40029, 0.84622, 0.15652], [-0.61024, -0.44459, 0.50302], [1.84137, -0.20270, 0.14875], [0.19073, -0.35428, -0.67882], [0.01905, 1.92075, 0.18911]], "forces_ev_per_a": [[0.518, -0.685, 0.875], [-2.217, 0.153, 0.025], [-0.743, -0.103, 3.073], [-0.554, -1.768, -0.339], [0.451, 1.816, -1.158], [-0.805, 0.749, -0.327], [2.694, 1.597, -2.225], [0.657, -1.758, 0.076]], "nbo_charge": [0.45, 0.43, 0.33, -0.14, -0.55, 0.35, -0.19, 0.32]}

***

Entry 4:
{"formula": "C2H4O2", "method": "the ωB97M-V functional and the def2-TZVPD basis", "homo_ev": -9.94, "charge": 0, "relative_energy_kj_mol": 436.4, "elements": ["H", "H", "H", "O", "O", "C", "C", "H"], "coordinates": [[1.47075, 1.40252, 0.81082], [0.74786, -0.55466, -1.33147], [-0.92297, -1.32588, -1.23043], [0.59532, 1.78671, 0.70016], [0.10781, -1.08381, 0.62733], [-0.13547, -0.75956, -0.74643], [-0.47935, 0.06996, 0.37851], [-1.38395, 0.46473, 0.79151]], "forces_ev_per_a": [[0.164, -0.123, 0.040], [0.065, 0.140, 0.015], [0.063, -0.137, 0.047], [-2.144, -3.331, -0.742], [0.193, -0.505, 1.208], [-0.224, 0.460, -0.928], [2.066, 3.523, 0.055], [-0.182, -0.028, 0.304]], "nbo_charge": [0.44, 0.21, 0.19, -0.87, -0.42, -0.15, 0.39, 0.21]}

***

Entry 5:
{"formula": "C2H4O2", "method": "the ωB97M-V functional and the def2-TZVPD basis", "smiles": "C=O.C=O", "homo_ev": -10.11, "charge": 0, "relative_energy_kj_mol": 261.2, "elements": ["H", "C", "C", "O", "H", "O", "H", "H"], "coordinates": [[-0.13617, -0.25429, -3.66457], [0.47890, 0.98313, 2.92076], [-0.47269, -1.01640, -2.92202], [-0.60205, -0.70090, -1.71081], [1.31694, 0.79378, 3.63300], [0.63987, 1.10481, 1.69313], [-0.53495, 1.12860, 3.36394], [-0.68982, -2.03872, -3.31342]], "forces_ev_per_a": [[-0.137, -0.367, 0.336], [0.083, 0.707, -2.935], [-0.343, 1.252, 3.514], [0.394, -1.323, -4.243], [-0.270, -0.038, -0.473], [-0.232, -0.467, 3.553], [0.430, -0.188, -0.136], [0.075, 0.425, 0.384]], "nbo_charge": [0.12, 0.25, 0.25, -0.49, 0.12, -0.49, 0.12, 0.12]}

***

Entry 6:
{"formula": "C2H4O2S", "method": "the ωB97M-V functional and the def2-TZVPD basis", "homo_ev": -9.78, "charge": 0, "relative_energy_kj_mol": 556.6, "elements": ["O", "H", "O", "H", "H", "C", "S", "H", "C"], "coordinates": [[-1.43491, -1.19481, 0.34066], [1.06361, -1.36922, -1.03792], [-1.81078, 1.80433, 1.07045], [-2.32516, -0.81615, 0.58949], [2.03294, -0.65121, 0.18958], [0.07390, 0.39450, 0.00878], [-0.49836, 1.88559, 0.45358], [1.72014, 0.34804, -1.11608], [1.17862, -0.40106, -0.49853]], "forces_ev_per_a": [[1.353, 2.677, -0.226], [-0.949, 1.110, 0.136], [-0.603, 0.275, 0.198], [1.508, 0.046, -0.319], [-1.265, 0.344, 0.355], [-3.538, -2.071, 1.349], [1.212, -2.285, -0.775], [-0.204, -0.540, -0.474], [2.487, 0.443, -0.244]], "nbo_charge": [-0.80, 0.29, -0.87, 0.46, 0.26, 0.01, 1.15, 0.26, -0.76]}

***

Entry 7:
{"formula": "C2H4O2S", "method": "the ωB97M-V functional and the def2-TZVPD basis", "homo_ev": -8.67, "charge": 0, "relative_energy_kj_mol": 228.9, "elements": ["S", "H", "C", "C", "H", "O", "H", "H", "O"], "coordinates": [[1.70693, -0.71215, 0.10856], [-0.79444, -1.18895, 1.09124], [-0.94366, -0.65389, 0.08539], [0.30284, 0.15380, -0.01203], [-1.88211, -0.01105, 0.14000], [0.34680, 1.56265, -0.36297], [-1.10839, -1.31800, -0.87215], [-0.48047, 2.01998, -0.07742], [2.85251, 0.14761, -0.10061]], "forces_ev_per_a": [[-1.949, 0.828, 0.049], [-0.900, 0.114, -1.813], [-1.462, -0.368, -0.046], [0.886, 2.078, -1.111], [1.252, -0.705, 0.173], [-0.691, -2.644, 1.038], [0.409, 0.971, 2.157], [0.742, -0.845, -0.273], [1.713, 0.572, -0.174]], "nbo_charge": [1.08, 0.26, -0.72, -0.01, 0.23, -0.67, 0.25, 0.49, -0.92]}

***

Entry 8:
{"formula": "C2H4O2S", "method": "the ωB97M-V functional and the def2-TZVPD basis", "smiles": "O=C(O)CS", "homo_ev": -9.94, "charge": 0, "relative_energy_kj_mol": 16.5, "elements": ["C", "H", "O", "H", "C", "H", "H", "O", "S"], "coordinates": [[-0.17898, 0.81994, 0.22400], [-0.44809, -1.43382, -0.45395], [1.18291, 0.65068, -1.79827], [-1.06865, 1.26616, -0.19751], [0.51597, 0.08024, -1.00638], [0.40819, 1.66358, 0.61204], [0.44327, -0.60823, 2.09709], [0.08866, -1.17850, -1.17942], [-0.72058, -0.12914, 1.65363]], "forces_ev_per_a": [[1.359, 0.106, -0.330], [-0.963, -0.492, 1.430], [0.732, 0.289, -0.319], [-0.403, 0.013, -0.075], [-1.816, 0.444, 1.482], [0.174, -0.363, -0.618], [0.286, 0.125, -0.134], [1.258, 0.341, -1.350], [-0.627, -0.464, -0.086]], "nbo_charge": [-0.67, 0.49, -0.55, 0.25, 0.79, 0.25, 0.13, -0.67, -0.03]}

***

Entry 9:
{"formula": "C2H4O2S", "method": "the ωB97M-V functional and the def2-TZVPD basis", "smiles": "O=S1(=O)CC1", "homo_ev": -10.52, "charge": 0, "relative_energy_kj_mol": 364.7, "elements": ["H", "H", "H", "C", "O", "S", "O", "C", "H"], "coordinates": [[0.34570, 0.85834, -1.27268], [0.21258, 1.40285, 0.67820], [0.03536, -1.41303, -0.46378], [0.04639, -0.81361, 0.36881], [2.12155, 0.21362, 1.84935], [1.72478, -0.27538, 0.60052], [2.67844, -1.07356, -0.14973], [0.46710, 0.58872, -0.29404], [-0.77878, -1.02926, 0.94934]], "forces_ev_per_a": [[-0.180, 0.564, -2.278], [0.480, -1.683, -3.612], [0.320, -2.188, -1.613], [2.411, 1.832, -1.327], [0.234, 1.378, 2.199], [-0.835, -2.753, -3.260], [-0.762, 0.740, 0.125], [-0.250, 1.730, 8.002], [-1.418, 0.379, 1.762]], "nbo_charge": [0.24, 0.24, 0.23, -0.67, -0.90, 2.18, -0.91, -0.64, 0.24]}

***

Entry 10:
{"formula": "C2H4O2S", "method": "the ωB97M-V functional and the def2-TZVPD basis", "homo_ev": [-6.22, -9.53], "spin_multiplicity": 3, "charge": 0, "relative_energy_kj_mol": 295.6, "elements": ["C", "H", "H", "C", "H", "S", "O", "O", "H"], "coordinates": [[-0.76525, 0.32280, -0.14759], [-1.88848, -1.81561, -0.93262], [2.46581, 0.27385, 0.32446], [1.66966, -0.36158, 0.68227], [-0.52669, 2.24523, -0.47221], [-2.03026, -0.89688, 0.04071], [0.49436, 0.17510, 0.32995], [-1.13518, 1.46320, -0.74968], [1.71602, -1.40611, 0.92471]], "forces_ev_per_a": [[-1.116, -2.714, 0.269], [0.439, 0.132, -0.436], [0.456, -0.457, 0.202], [0.122, -0.236, -0.608], [-1.352, -2.027, -0.522], [0.470, 0.806, 0.609], [-1.106, 2.506, 0.130], [1.994, 2.222, 0.331], [0.094, -0.232, 0.026]], "nbo_charge": [0.40, 0.11, 0.16, -0.02, 0.49, -0.05, -0.58, -0.67, 0.16]}